1.
C12H13AgClFN2O3PS | the ωB97M-V functional and the def2-TZVPD basis

## Properties
Gap between HOMO and LUMO (spin up / spin down) = 6.88 / 4.98 eV
Net charge = +2
2S+1 = 2
⟨S²⟩ = 0.753

Positions of all 35 atoms, in Å:
C  3.45496  0.18857  -0.08265
C  4.00478  -1.23959  -0.32819
C  2.94014  -2.26720  -0.73228
C  1.92852  -2.60584  0.40657
C  0.82846  -1.58593  0.37198
C  0.69844  -0.63065  1.45022
N  -0.19500  0.31493  1.50470
C  -1.01407  0.31333  0.40711
C  -2.01196  1.31947  0.30295
P  -2.12601  2.59631  1.60330
O  -2.10336  1.87415  3.01251
Cl  -0.50223  3.74742  1.57731
C  -2.87411  1.37037  -0.78050
S  -4.12828  2.64081  -1.01556
O  -5.12706  2.08426  -1.83408
O  -3.45266  3.75757  -1.54993
F  -4.70780  2.90889  0.41696
C  -2.81140  0.41029  -1.79176
C  -1.84904  -0.54510  -1.68967
C  -0.93707  -0.61113  -0.62599
N  0.00925  -1.59594  -0.64602
H  3.28838  0.31460  0.99298
H  4.11805  0.96789  -0.45043
H  2.47592  0.30867  -0.56661
H  4.75331  -1.17988  -1.11926
H  4.48242  -1.59205  0.58947
H  3.46904  -3.17413  -1.03240
H  2.41182  -1.91778  -1.62419
H  1.47928  -3.55655  0.11208
H  2.41464  -2.65752  1.37957
H  1.40896  -0.69637  2.26916
H  -1.16119  1.74019  3.25612
H  -3.50484  0.44240  -2.62166
H  -1.78126  -1.28847  -2.47661
Ag  -3.87905  -0.15602  1.31482

=====

2.
C15H23BN4O7PS | the ωB97M-V functional and the def2-TZVPD basis

## Properties
Energy above the lowest of the compared OMol25 structures with the same formula, charge and spin = 0.0 kJ/mol
Gap between HOMO and LUMO = 8.22 eV
Net charge = +1

Positions of all 52 atoms, in Å:
C  3.55416  1.72105  -0.22513
N  3.07009  3.01545  -0.74833
C  3.04504  3.24192  -2.18957
B  2.14685  3.72918  0.04561
O  2.45509  4.77644  0.85280
N  0.59915  3.37927  0.16127
C  -0.21253  4.58145  -0.32154
P  -0.03998  1.79822  -0.46522
O  0.95897  1.17581  -1.49821
O  -1.31688  2.20362  -1.30216
S  -0.41256  0.68604  1.01339
H  4.36075  1.88113  0.48397
H  2.77400  1.15091  0.28373
H  3.89863  1.09911  -1.04399
H  2.03693  3.33981  -2.61845
H  3.57243  4.15744  -2.45616
H  3.55234  2.43420  -2.70901
H  2.54782  5.62388  0.40792
H  0.39861  3.31356  1.16330
H  -0.18321  4.62398  -1.40244
H  0.21551  5.47663  0.10951
H  -1.22667  4.47433  0.04330
H  1.03095  1.58428  -2.37126
H  -1.16282  2.60502  -2.16623
C  1.60159  -2.16882  1.42289
C  2.49177  -3.10192  0.90823
C  2.77913  -4.25465  1.62025
C  2.16195  -4.44864  2.83946
C  1.27746  -3.53392  3.37378
C  0.99942  -2.38371  2.65426
N  2.45210  -5.68322  3.59664
O  3.24793  -6.45787  3.11418
O  1.87412  -5.83857  4.64974
H  1.37438  -1.27114  0.86481
H  2.96170  -2.93642  -0.05145
H  3.46806  -4.99073  1.23524
H  0.81631  -3.71772  4.33199
H  0.30815  -1.65615  3.05886
C  -4.29303  -1.85451  0.63849
C  -5.19337  -2.57289  -0.13767
C  -5.38071  -2.24878  -1.47313
C  -4.65272  -1.20392  -2.00498
C  -3.75895  -0.47462  -1.25021
C  -3.57870  -0.80259  0.08003
N  -4.81753  -0.85082  -3.42682
O  -5.61723  -1.48103  -4.07603
O  -4.13084  0.05688  -3.86093
H  -4.14846  -2.11686  1.67778
H  -5.75081  -3.39085  0.29570
H  -6.07683  -2.79975  -2.08699
H  -3.20987  0.33759  -1.69824
H  -2.86773  -0.22710  0.65704

=====

3.
C63H93BF6N6P3RbS3SbSi | the ωB97M-V functional and the def2-TZVPD basis

## Properties
Gap between HOMO and LUMO (spin up / spin down) = 6.21 / 7.17 eV
2S+1 = 2
⟨S²⟩ = 0.753

Positions of all 178 atoms, in Å:
Rb  -0.19419  0.29991  2.05543
C  0.84791  4.65916  3.70607
C  -0.42582  4.24299  3.03438
C  -1.58178  4.19793  3.73524
C  -2.78518  3.74903  3.12388
N  -2.78059  3.33174  1.90399
N  -1.63977  3.38081  1.17009
B  -1.95239  3.08014  -0.31297
N  -3.40966  2.63400  -0.48365
N  -4.22789  3.66029  -0.77675
C  -5.49993  3.43883  -0.88683
C  -6.02981  2.13408  -0.69092
C  -5.21346  1.09630  -0.39228
C  -5.72618  -0.28819  -0.17231
C  -3.79935  1.35497  -0.27365
S  -2.69592  0.13111  0.07751
C  -6.39404  4.61100  -1.25800
C  -7.54536  4.72368  -0.25054
C  -6.96028  4.35665  -2.66215
C  -5.60191  5.91647  -1.25916
N  -1.58750  4.28331  -1.24392
N  -1.82020  5.57709  -1.17067
C  -1.22309  6.31224  -2.07785
C  -0.39417  5.72778  -3.07248
C  -0.15799  4.38209  -3.12448
C  0.70611  3.71034  -4.14183
C  -0.79585  3.65275  -2.10339
S  -0.82846  2.01738  -1.52875
C  -1.45125  7.81435  -2.03215
C  -2.25923  8.20255  -0.79518
C  -0.09434  8.52960  -1.98860
C  -2.22127  8.23253  -3.29220
C  -0.45027  3.87178  1.63176
S  0.88881  4.03415  0.63172
C  -4.12852  3.80455  3.83515
C  -4.07240  3.04040  5.15883
C  -4.44401  5.28458  4.09905
C  -5.22715  3.20433  2.96046
H  0.68218  5.55167  4.31005
H  1.17526  3.85864  4.37424
H  1.63311  4.85620  2.98194
H  -1.58876  4.49432  4.77729
H  -7.09670  1.96901  -0.77557
H  -6.80682  -0.32348  -0.30354
H  -5.24848  -0.98312  -0.86490
H  -5.46618  -0.63172  0.83029
H  -8.18226  3.83800  -0.25061
H  -7.16607  4.86969  0.76248
H  -8.17297  5.57956  -0.50557
H  -7.55179  3.43955  -2.69722
H  -7.60595  5.18471  -2.96084
H  -6.15405  4.26864  -3.39293
H  -5.19620  6.13130  -0.26912
H  -4.75964  5.87023  -1.94977
H  -6.26013  6.73579  -1.55542
H  0.07768  6.37352  -3.80350
H  1.46481  4.39301  -4.52205
H  1.19723  2.83378  -3.71881
H  0.09644  3.37435  -4.98178
H  -1.73079  7.93566  0.12070
H  -2.42287  9.28166  -0.80192
H  -3.22624  7.70134  -0.77715
H  0.49297  8.19542  -1.13152
H  0.49241  8.35912  -2.89274
H  -0.25169  9.60549  -1.89707
H  -3.21097  7.77193  -3.31081
H  -2.34846  9.31637  -3.30735
H  -1.69407  7.94464  -4.20420
H  -3.28622  3.40579  5.81970
H  -5.02516  3.15027  5.68141
H  -3.89406  1.97992  4.98791
H  -3.70855  5.74158  4.76423
H  -4.46081  5.85289  3.16609
H  -5.42306  5.37299  4.57410
H  -5.01428  2.15962  2.72754
H  -6.17757  3.25709  3.49573
H  -5.32288  3.74328  2.01689
C  2.62757  -3.12823  3.28442
C  1.23207  -3.75018  3.27241
C  1.36360  -5.25941  3.46376
P  0.26824  -3.13253  1.79579
C  -1.51881  -3.41260  2.25813
C  -1.89123  -4.51261  3.24849
C  -2.35847  -3.50268  0.98781
C  0.67423  -4.34566  0.48137
C  0.29664  -5.68922  0.52019
C  0.71154  -6.57957  -0.45715
C  1.52372  -6.13641  -1.49170
C  1.87568  -4.79811  -1.56118
C  1.45217  -3.88310  -0.59066
Si  1.90696  -2.05620  -0.79571
C  2.26438  -1.71681  -2.63900
C  3.62920  -1.64769  -2.96027
C  4.09256  -1.21726  -4.19454
C  3.17779  -0.79491  -5.14137
C  1.82261  -0.88124  -4.86206
C  1.33335  -1.38073  -3.65136
P  -0.49215  -1.34388  -3.40492
C  -1.23102  -1.24683  -5.12238
C  -0.58538  -2.00143  -6.30423
C  -1.53791  0.20796  -5.49317
C  -0.94956  -3.08460  -2.93761
C  -2.46086  -3.16244  -2.70679
C  -0.49664  -4.19867  -3.87600
C  3.53807  -1.80462  0.15178
C  4.38356  -2.92311  0.18930
C  5.60149  -2.90215  0.84597
C  6.00413  -1.74450  1.49397
C  5.18912  -0.62676  1.46129
C  3.95750  -0.62692  0.79948
P  2.86225  0.85790  0.80885
C  3.68277  2.04582  -0.37512
C  2.99850  1.97882  -1.73975
C  5.19426  1.91674  -0.53032
C  3.12788  1.67170  2.48530
C  4.31001  2.61203  2.71055
C  3.01628  0.63919  3.60718
H  3.11174  -3.31507  4.24613
H  2.60073  -2.05349  3.12112
H  3.25308  -3.56745  2.50485
H  0.66860  -3.33021  4.11032
H  1.91853  -5.71118  2.63991
H  0.40743  -5.77097  3.55268
H  1.92648  -5.45086  4.38139
H  -1.76441  -2.46309  2.74929
H  -1.74369  -5.51204  2.83592
H  -2.95240  -4.41847  3.49320
H  -1.33713  -4.43445  4.18294
H  -2.18681  -4.44947  0.47098
H  -2.12990  -2.69320  0.29302
H  -3.42163  -3.43702  1.23072
H  -0.32517  -6.05000  1.32824
H  0.40720  -7.61758  -0.40671
H  1.86416  -6.82757  -2.25296
H  2.47658  -4.45135  -2.39548
H  4.36495  -1.91134  -2.21187
H  5.15631  -1.18476  -4.39380
H  3.50818  -0.40924  -6.09805
H  1.12691  -0.55434  -5.62143
H  -2.20072  -1.71066  -4.92462
H  -0.27142  -1.30303  -7.08311
H  -1.30144  -2.68682  -6.76074
H  0.28843  -2.58425  -6.02128
H  -0.62352  0.76342  -5.70748
H  -2.05760  0.72137  -4.68242
H  -2.16343  0.25127  -6.38878
H  -0.47183  -3.23040  -1.96647
H  -3.01098  -3.12459  -3.64995
H  -2.81705  -2.34961  -2.07072
H  -2.71441  -4.11077  -2.22795
H  -1.07374  -4.18209  -4.80200
H  -0.65394  -5.17241  -3.40561
H  0.56134  -4.11950  -4.13148
H  4.07331  -3.84281  -0.29414
H  6.22558  -3.78702  0.86246
H  6.94737  -1.71154  2.02486
H  5.52048  0.26859  1.96652
H  3.44597  3.02047  0.06032
H  3.22159  1.04088  -2.25077
H  3.35324  2.79610  -2.37592
H  1.91666  2.06022  -1.63376
H  5.46220  0.93960  -0.93716
H  5.73059  2.04778  0.40882
H  5.55471  2.67699  -1.22910
H  2.23437  2.30549  2.53814
H  5.26693  2.09092  2.75123
H  4.18009  3.11256  3.67442
H  4.37273  3.38807  1.94806
H  3.91390  0.02359  3.67309
H  2.17518  -0.03443  3.44874
H  2.86261  1.12779  4.57119
F  0.00840  -1.06654  4.14931
Sb  -0.96455  0.10279  5.31769
F  -2.26500  0.24412  3.93066
F  -0.09157  1.55016  4.41379
F  -1.89045  1.30512  6.41771
F  0.45849  0.00854  6.53539
F  -1.84190  -1.39081  6.03417

=====

4.
C24H43AuN2OP3 | the ωB97M-V functional and the def2-TZVPD basis

## Properties
Energy above the lowest of the compared OMol25 structures with the same formula, charge and spin = 0.0 kJ/mol
Gap between HOMO and LUMO (spin up / spin down) = 7.92 / 4.16 eV
Net charge = +3
2S+1 = 3
⟨S²⟩ = 2.026

Positions of all 74 atoms, in Å:
Au  1.57246  -1.31130  -1.03398
P  2.76940  -0.78319  0.86372
P  -0.64087  -1.29613  1.06367
P  -1.08555  4.62375  0.57232
H  0.44920  -1.34003  -4.40572
C  1.12501  -0.49559  -4.50826
C  2.31238  -0.44834  -3.89159
H  2.80517  -1.35351  -3.55995
C  4.46124  -1.42930  0.91904
C  2.31491  -1.28945  2.56134
C  2.74849  1.01980  0.79449
C  -2.31215  -0.88974  0.44725
C  -0.85160  -3.06213  1.53042
C  -0.73879  -0.52505  2.73403
C  -0.41305  6.23496  0.10355
C  -0.44450  3.85063  2.07516
C  -2.31541  3.87116  -0.49432
H  0.77288  0.22230  -5.29401
H  2.94585  0.44771  -3.94995
H  4.85929  -1.44594  -0.10169
H  4.42117  -2.45396  1.32793
H  5.10927  -0.83755  1.59205
H  1.68876  -2.19256  2.50311
H  1.78505  -0.46357  3.04513
H  3.18155  -1.53610  3.19582
H  2.24840  1.24778  -0.15446
H  3.77555  1.39212  0.76920
H  2.20089  1.46238  1.63689
H  -3.01321  -0.72870  1.28644
H  -2.68357  -1.70204  -0.20101
H  -2.25127  0.03728  -0.14369
H  -1.85493  -3.23176  1.94975
H  -0.09797  -3.35366  2.27807
H  -0.72517  -3.69593  0.64274
H  -1.77135  -0.48701  3.10867
H  -0.34881  0.50007  2.65279
H  -0.11548  -1.09090  3.43975
H  -0.63080  7.00015  0.86891
H  -0.84192  6.60336  -0.83946
H  0.67801  6.15014  -0.02006
H  0.28918  4.50668  2.57985
H  0.02694  2.88102  1.83389
H  -1.27931  3.71635  2.79279
H  -3.02366  4.63896  -0.86286
H  -2.85312  3.06531  0.03320
H  -1.79150  3.41969  -1.35465
C  0.53820  3.42296  -2.52506
C  -0.48295  2.55952  -3.03174
C  -1.25453  3.11905  -4.05589
C  -0.82546  4.30214  -4.69627
C  0.47885  4.78386  -4.50737
C  1.19143  4.32927  -3.39597
O  0.75731  3.49764  -1.15410
H  -0.02194  3.84866  -0.54161
H  -0.81416  1.66349  -2.48910
H  -2.16947  2.60367  -4.38485
H  -1.48513  4.82318  -5.39917
H  0.98555  5.49757  -5.17888
H  2.15434  4.76451  -3.16496
N  0.13590  -4.88346  -2.35380
C  0.88448  -3.95873  -1.75094
N  0.47512  -2.73403  -2.11841
C  -0.62665  -2.87289  -2.98137
C  -1.57134  -1.98999  -3.53850
C  -2.62981  -2.52200  -4.29563
C  -2.78567  -3.92023  -4.41662
C  -1.87705  -4.80026  -3.81201
C  -0.82066  -4.23881  -3.13102
H  0.26721  -5.88110  -2.24379
H  1.66507  -4.15799  -1.03245
H  -1.40471  -0.91953  -3.43503
H  -3.32172  -1.86877  -4.83016
H  -3.62586  -4.31067  -4.99592
H  -1.99476  -5.87980  -3.80014

=====

| no. | M (g mol⁻¹) |
| --- | --- |
| 1 | 458.61 |
| 2 | 445.22 |
| 3 | 1483.72 |
| 4 | 665.51 |